# C5H9ClN2O2S

A 2-piece molecular cluster, C5H9ClN2O2S overall (the ωB97M-V functional and the def2-TZVPD basis, the Open Molecules 2025 dataset).

Computed properties:
DFT total energy ... -1314.05343 Eh
Gap between HOMO and LUMO (spin up / spin down) ... 9.22 / 5.15 eV
HOMO level (spin up / spin down) ... -8.81 / -7.27 eV
Maximum force ... 2.790 eV/A
ΔE to the lowest compared entry with this formula, charge and spin ... 233.7 kJ/mol

Structure (XYZ):
```
20
C5H9ClN2O2S, DFT the ωB97M-V functional and the def2-TZVPD basis
C 1.2186 0.1331 -1.0823
C 0.6805 -0.4115 0.2291
C 0.1663 0.9718 -1.7624
C 0.6523 0.6908 1.2660
C 4.9974 -0.3418 1.2315
N -0.7593 1.6686 -0.9423
N 4.5730 0.8164 1.1828
O -1.7849 2.2375 -1.4617
O 3.5891 1.3566 0.6573
S -0.3326 2.1172 0.6006
Cl 4.3799 -1.6845 0.2571
H 2.1314 0.7250 -0.9951
H 1.4376 -0.6088 -1.8708
H -0.4546 -0.6524 0.1443
H 1.4266 -1.1710 0.5466
H 0.8005 1.7927 -2.2619
H -0.4474 0.3627 -2.4282
H 0.1941 0.2744 2.1476
H 1.6015 1.2815 1.3495
H 5.7786 -0.5950 1.9632
```

Löwdin population analysis, charges in e, atoms 1 to 6: number 1, C, carries -0.234; number 2, C, carries -0.251; number 3, C, carries -0.229; number 4, C, carries -0.436; number 5, C, carries -0.551; number 6, N, carries -0.647